Molecular formula: C5H7N5S
Method: DFT, ωB97M-V with the def2-TZVPD basis set

Properties
Spin multiplicity: 3
Energy relative to the best compared isomer or geometry (same formula, charge and spin): 2.4 kcal/mol
Lowest unoccupied orbital energy (alpha / beta): -9.91 / -12.51 eV
DFT total energy: -23561.853 eV
Charge: +2
E_HOMO (alpha / beta): -15.94 / -16.98 eV

Each line ends with the Mulliken spin population.
Atoms and positions in Å:
C: -2.038 -2.715 0.032  0.174
C: -2.207 -0.570 0.001  0.240
C: -2.920 0.535 -0.033  0.563
C: -0.741 -0.900 0.138  0.208
C: 0.846 1.132 0.108  -0.068
N: -2.894 -1.783 -0.081  0.209
N: 0.022 2.052 -0.147  0.224
N: -0.742 -2.245 0.178  0.109
N: 0.384 -0.227 0.237  0.331
N: 2.171 1.211 0.297  -0.015
S: -3.898 1.768 0.151  -0.038
H: -2.287 -3.763 0.004  0.008
H: 0.388 2.989 -0.244  -0.005
H: 0.066 -2.851 0.288  -0.008
H: 1.194 -0.830 0.405  -0.021
H: 2.621 2.111 0.222  0.001
H: 2.788 0.427 0.433  0.001
H: -3.979 2.144 -1.168  0.087